(1)
Density functional theory data (the ωB97M-V functional and the def2-TZVPD basis) for a structure of composition C6H7NO in a non-equilibrium geometry.

Last column: Mulliken charge in e.
Cartesian coordinates (Å):
C -0.55715 1.38655 0.21502  -0.573
C -1.43219 0.40397 0.03079  0.160
C 1.51236 0.02410 0.45204  -0.474
C 0.65881 -1.24508 0.20497  -0.888
C 0.58436 0.83201 -0.47371  -0.020
C -0.25619 -0.40617 -0.66009  0.039
N -2.71293 0.20063 0.29800  -0.340
O -3.33701 -0.83299 0.02706  -0.331
H -0.49964 2.32209 0.70781  0.504
H 1.53917 0.61299 1.45711  0.244
H 2.52781 -0.27910 0.14111  0.255
H 1.34377 -1.97669 -0.33690  0.204
H 0.23152 -1.77067 0.95769  0.375
H 0.93639 1.32652 -1.37220  0.335
H -0.53907 -0.59817 -1.64870  0.509

Atoms 1-2, force components in eV/Å:
-0.22 2.46 0.96
3.95 -2.89 -1.59

Frontier orbital gap (alpha / beta) = 7.668 / 7.662 eV
Energy above the lowest of the compared OMol25 structures with the same formula, charge and spin = 130.5 kcal per mole
LUMO (alpha / beta) = -1.03 / -1.03 eV
HOMO energy (alpha / beta) = -8.70 / -8.69 eV

(2)
Density functional theory data (the ωB97M-V functional and the def2-TZVPD basis) for the molecule C6H7NO in a non-equilibrium geometry.

Last column: Mulliken charge in e.
Cartesian coordinates (Å):
C 2.83551 -0.06595 0.16658  -0.664
C 0.64259 -1.22202 -0.05619  0.192
C -0.69176 -1.15893 -0.21391  -0.614
C -1.69956 0.08969 -0.06461  0.585
C -0.82009 1.28021 0.06312  -0.861
C 0.65091 1.23852 -0.06325  0.352
H 3.02761 1.19101 0.31106  0.230
H 2.82132 -0.93608 1.02924  0.246
H 3.14082 -0.62567 -0.99031  0.277
H 1.38014 -2.12247 0.13876  0.224
H -1.25913 -2.20132 0.19905  0.197
H -1.45978 2.20783 -0.08483  0.244
H 1.38069 2.06271 -0.32859  0.260
N 1.27625 0.11312 -0.06093  -0.022
O -2.93388 -0.16712 0.14522  -0.647

Atoms 1-2, force components in eV/Å:
-2.95 0.55 -2.44
0.67 2.51 0.01

Frontier orbital gap = 8.562 eV
SMILES = Cn1ccc(=O)cc1
Energy above the lowest of the compared OMol25 structures with the same formula, charge and spin = 110.9 kcal per mole
LUMO = 0.28 eV
HOMO energy = -8.29 eV

(3)
Density functional theory data (the ωB97M-V functional and the def2-TZVPD basis) for the molecule C6H7NO in a non-equilibrium geometry.

Last column: Mulliken charge in e.
Cartesian coordinates (Å):
C -0.14251 0.64047 -0.05594  0.535
C 2.38189 0.85327 0.42118  -0.301
C 0.21479 -0.84341 -0.11697  0.917
C -1.34961 1.10030 0.21966  -1.110
C 1.06244 1.50527 -0.20989  -0.517
C -0.91438 -1.85242 -0.06447  -1.529
N 1.39832 -1.34549 0.07738  -0.525
O 2.39255 -0.38294 0.44477  -0.034
H -1.49087 2.07330 0.05037  0.423
H -2.25275 0.41460 0.29563  0.221
H 0.89277 2.52006 0.17896  0.399
H 1.30264 1.55227 -1.32688  0.277
H -1.18803 -1.84270 0.96422  0.370
H -1.74688 -1.60472 -0.60348  0.443
H -0.56036 -2.78785 -0.27455  0.431

Atoms 1-2, force components in eV/Å:
1.59 -1.48 0.38
-1.41 3.45 -0.77

Frontier orbital gap = 8.056 eV
Energy above the lowest of the compared OMol25 structures with the same formula, charge and spin = 119.9 kcal per mole
LUMO = -0.13 eV
HOMO energy = -8.19 eV

(4)
Density functional theory data (the ωB97M-V functional and the def2-TZVPD basis) for a structure of composition C6H7NO in a non-equilibrium geometry.

Last column: Mulliken charge in e.
Cartesian coordinates (Å):
C 0.64720 0.87336 1.00317  0.373
C 0.82014 -0.55266 0.65443  -0.250
C -0.70655 -0.84060 1.07684  -0.800
C -0.83280 0.66031 0.64288  -0.179
C -0.35693 0.67206 -0.90287  -0.673
C 0.78922 -0.36569 -0.89994  -0.026
H 1.79367 -1.24947 0.84976  0.346
H -0.91188 -0.85963 2.15716  0.327
H -1.43227 -1.44251 0.56738  0.386
H -1.58925 1.44915 0.97871  0.414
H -0.65260 1.45607 -1.51516  0.474
H -0.46496 -0.87966 -2.60451  0.306
H 1.66788 -0.18139 -1.48561  0.465
N -0.28671 -0.72422 -1.52542  -0.531
O 1.51583 1.98488 1.00318  -0.629

Atoms 1-2, force components in eV/Å:
4.79 7.43 -0.64
2.96 -4.72 -0.09

Frontier orbital gap = 9.284 eV
Energy above the lowest of the compared OMol25 structures with the same formula, charge and spin = 131.9 kcal per mole
LUMO = 0.46 eV
HOMO energy = -8.82 eV

(5)
Density functional theory data (the ωB97M-V functional and the def2-TZVPD basis) for the molecule C6H7NO2 in a non-equilibrium geometry.

Last column: Mulliken charge in e.
Cartesian coordinates (Å):
C 1.55958 1.57455 0.41452  -0.964
C 1.13602 0.15906 0.07131  0.345
C -0.25866 -0.13606 0.00521  0.423
C -1.17319 0.50877 -0.64755  -0.128
C -2.46017 0.02564 -0.43696  -0.246
C -2.12560 -1.08308 0.46167  -0.696
H 2.86502 1.30152 0.51295  0.247
H 1.57977 2.30988 -0.37576  0.361
H 1.10047 1.64378 1.51287  0.273
H 2.27369 -2.60803 -0.60638  0.376
H -1.07901 1.34578 -1.50948  0.192
H -3.64147 0.47887 -0.57324  0.233
H -2.58961 -1.49657 1.02035  0.766
N 2.10307 -0.84378 -0.15966  -0.504
O 1.55734 -2.04201 -0.37699  -0.341
O -0.84725 -1.13835 0.68715  -0.337

Atoms 1-2, force components in eV/Å:
4.31 -3.61 2.59
4.37 -4.04 -1.47

Frontier orbital gap = 9.080 eV
SMILES = C/C(=N/O)c1ccco1
Energy above the lowest of the compared OMol25 structures with the same formula, charge and spin = 169.6 kcal per mole
LUMO = 0.90 eV
HOMO energy = -8.18 eV

(6)
Density functional theory data (the ωB97M-V functional and the def2-TZVPD basis) for a structure of composition C6H7NO3 in a non-equilibrium geometry.

Last column: Mulliken charge in e.
Cartesian coordinates (Å):
N 2.54340 -0.84100 -0.59754  -0.646
C 1.66008 -0.03704 -0.31737  -0.156
C 0.18390 -0.03436 -0.18850  1.345
C -0.54013 -1.33425 0.28323  -0.538
O -1.75955 -0.79647 0.78538  -0.388
C -1.64462 0.61862 0.60162  0.190
O -0.27096 0.84862 0.84273  -0.510
C -1.76286 0.88422 -0.89228  -0.588
C -0.60579 0.45384 -1.40144  -0.715
H -0.71930 -2.03824 -0.53841  0.299
H 0.01569 -1.82054 1.09455  0.328
H -2.28936 1.14887 1.30547  0.457
H -2.65293 1.23822 -1.40741  0.403
H -0.31222 0.29239 -2.43634  0.408
O 2.71137 0.79631 0.93326  -0.714
H 2.02837 0.95261 1.60200  0.327
H 3.41491 -0.33180 0.33105  0.497

Atoms 1-2, force components in eV/Å:
0.25 0.65 0.22
3.88 -1.69 2.13

Frontier orbital gap = 10.182 eV
Energy above the lowest of the compared OMol25 structures with the same formula, charge and spin = 127.9 kcal per mole
LUMO = 0.59 eV
HOMO energy = -9.60 eV

(7)
Density functional theory data (the ωB97M-V functional and the def2-TZVPD basis) for the molecule C6H7NO3 in a non-equilibrium geometry.

Last column: Mulliken charge in e.
Cartesian coordinates (Å):
C 0.07556 1.15622 1.20435  0.406
C 0.15315 -1.17165 0.87198  -0.372
C 0.27332 1.23983 -0.17269  0.288
C -0.31861 -0.93988 -0.40462  0.876
C 0.85844 2.36852 -0.88206  -1.378
C -0.70847 -2.13922 -1.25596  -1.369
N -0.04163 1.53421 2.33203  0.418
O 0.06687 1.59718 3.54935  -0.617
O -0.05379 0.18599 -0.98529  -0.314
O -0.16651 -2.08940 1.72392  -0.358
H 1.79666 2.16422 -1.35371  0.342
H 0.18794 2.79414 -1.64805  0.289
H 1.18256 3.11840 -0.18251  0.367
H -1.75500 -2.29497 -1.40338  0.314
H -0.27298 -2.05325 -2.23076  0.361
H -0.22710 -2.99886 -0.94537  0.432
H -1.05040 -2.47150 1.78276  0.312

Atoms 1-2, force components in eV/Å:
-0.03 -0.32 -0.22
-0.72 1.69 -1.83

Frontier orbital gap (alpha / beta) = 6.916 / 6.881 eV
Energy above the lowest of the compared OMol25 structures with the same formula, charge and spin = 176.3 kcal per mole
LUMO (alpha / beta) = -0.55 / -0.53 eV
HOMO energy (alpha / beta) = -7.47 / -7.41 eV

(8)
Density functional theory data (the ωB97M-V functional and the def2-TZVPD basis) for a structure of composition C6H7NS in a non-equilibrium geometry.

Last column: Mulliken charge in e.
Cartesian coordinates (Å):
C 2.85968 0.01046 0.09497  -0.145
C 1.00260 -0.14774 -0.37334  0.063
C -0.60315 -0.02127 -0.23156  0.185
C 1.99628 -1.22884 0.09184  -0.289
C -1.54029 1.06947 -0.30956  -0.501
C -2.64973 0.20017 0.34156  -0.508
N 1.95546 0.86678 -0.29444  -0.572
S -1.82786 -1.33154 -0.20597  -0.124
H 3.97061 0.28098 0.03125  0.308
H 2.28530 -1.96742 -0.67257  0.210
H 1.81865 -1.76017 1.03641  0.266
H -1.41559 1.99691 0.26005  0.277
H -1.72185 1.25470 -1.35529  0.227
H -2.41539 0.45207 1.39574  0.203
H -3.71471 0.32545 0.19092  0.400

Atoms 1-2, force components in eV/Å:
1.46 1.18 -1.07
-7.80 -0.27 1.65

Frontier orbital gap (alpha / beta) = 7.553 / 7.496 eV
Energy above the lowest of the compared OMol25 structures with the same formula, charge and spin = 110.0 kcal per mole
LUMO (alpha / beta) = 0.08 / 0.09 eV
HOMO energy (alpha / beta) = -7.47 / -7.40 eV